{
  "formula": "C4H6O2",
  "method": "ωB97M-V with the def2-TZVPD basis set",
  "species": ["C", "O", "C", "C", "C", "O", "H", "H", "H", "H", "H", "H"],
  "xyz": [[-0.821, 0.860, 0.330], [-1.854, -0.003, -0.163], [-0.917, -1.038, -0.502], [0.248, -0.158, 0.027], [1.656, 0.249, -0.017], [1.164, -0.642, 0.981], [-0.726, 1.743, -0.313], [-0.891, 1.153, 1.384], [-1.056, -1.904, 0.160], [-1.022, -1.366, -1.544], [2.413, -0.094, -0.716], [1.851, 1.246, 0.399]],
  "atomic_forces_ev_per_a": [[0.045, 0.329, 0.200], [-0.115, -0.008, 0.085], [0.334, -0.230, -0.091], [-0.198, 0.173, -0.034], [0.127, 0.046, -0.298], [-0.094, -0.038, 0.288], [-0.079, 0.027, 0.193], [-0.296, -0.090, -0.088], [0.176, 0.067, -0.140], [0.316, 0.260, 0.159], [-0.204, -0.342, 0.089], [-0.013, -0.194, -0.363]],
  "e_above_lowest_kj_mol": 310.1,
  "energy_ev": -8337.24730,
  "smiles": "C1OCC12CO2"
}